Below is C11H14BN7OPd as an isolated structure, with properties calculated with wB97M-V/def2-TZVPD.

Spin multiplicity   3

Atoms and positions in Å:
1 H -0.13208 -2.10973 2.50205
2 N -0.42671 -1.31327 0.58191
3 B -0.98516 -0.83385 -1.86615
4 N -0.99997 -1.76296 -0.59577
5 C -1.40068 -3.03916 -0.42059
6 Pd 0.29659 0.67937 0.86392
7 H -1.84799 -3.57483 -1.24832
8 C -1.12611 -3.40421 0.90035
9 H -1.34850 -4.33995 1.37935
10 C -0.51011 -2.28295 1.50262
11 H -1.46541 -1.36013 -2.83079
12 C 1.43797 2.04093 1.79514
13 H 1.54689 2.31581 2.84926
14 H 0.88333 2.87460 1.31158
15 H 2.42512 1.95310 1.31612
16 N 0.52129 -0.45479 -2.08159
17 N -1.73879 0.45129 -1.43703
18 N 1.27669 0.10015 -1.06716
19 N -1.32000 1.18384 -0.32951
20 C 1.32826 -0.70628 -3.13600
21 C -2.84442 1.03028 -1.93888
22 H 0.90819 -1.16103 -4.02470
23 H -3.33669 0.63089 -2.81035
24 C 2.62098 -0.28878 -2.80718
25 C -3.16117 2.12146 -1.14621
26 C 2.53556 0.20985 -1.48330
27 C -2.19392 2.18521 -0.13068
28 H 3.49185 -0.32650 -3.43459
29 H -3.99317 2.78409 -1.27675
30 H 3.30266 0.61841 -0.84230
31 H -2.10471 2.88025 0.68854
32 H 2.14728 0.73465 3.30972
33 O 1.94821 1.16025 6.41134
34 C 2.06605 0.76606 5.29543
35 N 2.19869 0.23793 4.20053

Below is C11H14BN7SSn as an isolated structure, with properties calculated with wB97M-V/def2-TZVPD.

Charge   +4

Atoms and positions in Å:
1 C -2.60876 1.44375 -0.74158
2 N -1.51237 0.68072 -0.53653
3 N -1.86466 -0.63245 -0.71519
4 C -3.16022 -0.69433 -1.06748
5 C -3.65982 0.60004 -1.09879
6 B -0.87652 -1.81264 -0.46666
7 N 0.42380 -1.50192 -1.26434
8 N 1.08203 -0.32138 -1.10405
9 C 2.18061 -0.32664 -1.88694
10 C 2.21571 -1.54555 -2.55157
11 C 1.09986 -2.26121 -2.14277
12 Sn 0.45106 1.32245 0.30489
13 N -0.49409 -1.75765 1.04985
14 N 0.02767 -0.61601 1.60444
15 C 0.18694 -0.83504 2.92389
16 C -0.18945 -2.15365 3.19955
17 C -0.61838 -2.69962 1.99991
18 H 0.53570 -0.05472 3.59062
19 H -1.00185 -3.67516 1.73155
20 H -0.15351 -2.64366 4.15361
21 H -1.35198 -2.87152 -0.76742
22 H 0.73001 -3.24463 -2.39612
23 H -3.61612 -1.65561 -1.26313
24 H 2.96976 -1.86706 -3.24552
25 H -4.66403 0.89073 -1.34226
26 H 2.85863 0.51504 -1.92579
27 H -2.59806 2.51451 -0.59539
28 H 2.99218 1.90530 0.74642
29 C 2.76739 2.63162 -0.04331
30 H 3.49535 2.50069 -0.84880
31 H 1.73558 2.54286 -0.53461
32 H 2.83791 3.64161 0.36641
33 S -0.80908 2.72454 1.97954
34 C 0.01140 4.12917 1.57472
35 N 0.57730 5.12745 1.31282

Below is one molecule with the formula C11H14BrN, with properties calculated with wB97M-V/def2-TZVPD.

Atoms and positions in Å:
1 C -1.05572 -1.97443 -0.72374
2 C -0.36342 -0.96807 -0.28832
3 C -0.76039 0.46219 -0.36289
4 C -1.32792 0.77570 -1.78440
5 C -1.97095 0.76714 0.54135
6 C 0.55034 1.19737 -0.08439
7 C 0.80077 1.16199 1.42322
8 C 1.05046 -0.34669 1.68256
9 C 1.11070 -0.99642 0.35283
10 C 1.87468 -2.21872 0.20507
11 N 2.48133 -3.18301 -0.00486
12 C 1.72547 0.31626 -0.50645
13 Br 3.48436 0.88178 -0.16799
14 H -1.97571 -1.98507 -1.16695
15 H -0.65755 -3.01198 -0.69199
16 H -1.55835 1.86239 -2.00682
17 H -2.08728 0.19753 -2.27210
18 H -0.55273 0.41437 -2.45089
19 H -2.06886 0.30927 1.47226
20 H -2.69120 0.43399 -0.14622
21 H -2.03810 1.87411 0.64585
22 H 0.49486 2.18131 -0.58218
23 H -0.12864 1.45462 1.95639
24 H 1.61397 1.72687 1.89172
25 H 1.96080 -0.58636 2.07454
26 H 0.33715 -0.69400 2.50751
27 H 1.75192 -0.05212 -1.51312

Below is a 2-piece molecular cluster, C11H14ClNS overall, with properties calculated with wB97M-V/def2-TZVPD.

Atoms and positions in Å:
1 C 2.06083 2.14363 -4.19110
2 C 2.10819 2.78411 -2.98457
3 C 1.27459 0.96647 -4.26655
4 C 1.40761 2.15484 -1.92124
5 C 0.84320 0.91567 -1.96163
6 C -0.03973 0.60124 0.32488
7 C 0.29200 0.11001 -0.89543
8 C -0.17204 -1.32855 -1.29837
9 C -0.13109 -1.49433 2.63939
10 C -1.97892 0.37253 2.60076
11 C -1.34193 -0.78450 1.97383
12 N 0.82013 0.37605 -3.24018
13 S -2.61188 -1.78241 1.19335
14 Cl 1.43693 3.18859 -0.38232
15 H 2.66377 2.40789 -5.05556
16 H 2.78806 3.62320 -2.94429
17 H 1.25991 0.50979 -5.22764
18 H 0.07641 1.61042 0.81967
19 H -1.26280 -1.43580 -1.04633
20 H 0.27951 -2.07940 -0.57875
21 H -0.04962 -1.56222 -2.38016
22 H -0.52160 -2.40966 3.29686
23 H 0.29683 -0.72678 3.16179
24 H 0.47644 -2.02483 1.86449
25 H -3.05790 0.15656 2.79655
26 H -1.89739 1.21825 1.99143
27 H -1.46562 0.54304 3.67335
28 H -1.72004 -2.75610 0.62723

no.,DFT total energy (Eh)
1,-1038.80851
2,-1446.29911
3,-3056.23539
4,-1340.48245